(1)
DFT (ωB97M-V with the def2-TZVPD basis set) results for C5H9NO as an isolated structure.

## Properties
Spin multiplicity: 1
HOMO energy (eV): -7.40
Gap between HOMO and LUMO (eV): 7.59
Net charge: 0
LUMO level (eV): 0.194
Energy relative to the best compared isomer or geometry (same formula, charge and spin) (eV): 6.462
Calculated total energy (Ha): -325.70007

Atoms and positions in Å:
C -0.50810 -1.19253 0.53770
H -0.65778 -0.80725 1.55583
H 2.92466 1.57330 0.28310
O 0.66378 1.48866 -0.18637
H 1.50934 -1.73446 -0.31320
H -0.33954 -0.14846 -1.14930
H -1.57536 -1.19570 -1.30320
H -1.03919 1.27909 0.95645
C -1.34853 -0.45184 -0.52109
H -0.72495 -2.26360 0.56854
H -2.32462 0.01309 -0.31492
H -1.18488 2.05645 -0.72741
C 1.52295 0.31811 0.15869
C -0.63325 1.40675 -0.04997
C 0.84863 -0.91080 -0.06204
N 2.73012 0.58113 0.42222

Cartesian forces, eV/Å:
0.00 0.01 -0.04
0.01 -0.04 -0.15
0.00 -0.09 0.00
-0.09 -0.01 0.03
-0.07 0.12 0.09
0.01 0.07 0.03
0.11 0.16 0.10
0.07 -0.07 -0.15
-0.27 -0.07 0.05
0.05 0.17 -0.01
0.12 -0.06 -0.01
0.05 -0.10 0.09
0.08 -0.17 -0.09
0.05 0.06 -0.01
0.19 -0.01 0.12
-0.31 0.04 -0.07

***

(2)
DFT (ωB97M-V with the def2-TZVPD basis set) results for C6H10N5S as an isolated structure.

## Properties
Spin multiplicity: 1
HOMO energy (spin up / spin down) (eV): -13.00 / -13.00
Gap between HOMO and LUMO (spin up / spin down) (eV): 7.96 / 7.96
Net charge: +1
LUMO level (spin up / spin down) (eV): -5.042 / -5.041
Energy relative to the best compared isomer or geometry (same formula, charge and spin) (eV): 2.141
Calculated total energy (Ha): -906.24554

Atoms and positions in Å:
C 3.42530 0.33988 0.09453
H 1.41407 2.51161 0.55713
H -0.36903 0.29039 2.05211
N -0.52730 -0.24563 0.04407
H -2.01463 -0.01052 1.47762
H 0.29658 3.87457 0.58360
S -2.02157 2.41022 -0.53132
N -0.27261 0.85755 -0.50097
C -0.97493 -0.34743 1.40739
H -2.68210 -0.99432 -1.34480
H -2.50785 -2.22374 -0.08071
H -0.04890 -2.21795 -0.36411
N 5.23150 -1.36331 -0.35091
H -0.18633 -1.13703 -1.77504
H -0.91197 -1.37782 1.74507
C -2.08107 -1.83149 -0.99950
H -2.12444 -2.61181 -1.75282
C -0.46150 2.11796 -0.04648
N 2.53725 1.04212 0.28316
N 0.47048 2.88773 0.46014
C -0.62601 -1.40598 -0.81390
C 4.43505 -0.56501 -0.14423

Cartesian forces, eV/Å:
-0.57 0.36 0.09
-0.30 0.18 0.06
0.01 -0.04 -0.09
0.41 1.69 -0.01
0.02 -0.02 -0.11
-0.17 -0.08 -0.04
0.19 0.26 0.30
0.65 -2.39 -1.00
-0.36 0.18 0.93
-0.08 0.07 -0.04
-0.06 -0.03 0.07
0.04 0.14 0.02
0.16 -0.08 -0.02
0.04 0.04 0.18
0.05 0.00 -0.10
0.07 0.18 0.11
0.04 -0.08 -0.04
-1.38 1.42 0.52
0.61 -0.38 0.00
0.37 -0.33 0.02
0.02 -0.86 -0.77
0.24 -0.22 -0.06

***

(3)
DFT (ωB97M-V with the def2-TZVPD basis set) results for C15H24F5N2O5PS5SbSe4W as an isolated structure.

## Properties
Spin multiplicity: 2
HOMO energy (spin up / spin down) (eV): -7.64 / -7.91
Gap between HOMO and LUMO (spin up / spin down) (eV): 5.07 / 5.37
Net charge: 0
LUMO level (spin up / spin down) (eV): -2.573 / -2.541
Energy relative to the best compared isomer or geometry (same formula, charge and spin) (eV): 2.365
Calculated total energy (Ha): -13816.51062

Atoms and positions in Å:
C 5.00375 -1.70761 -3.56755
C 2.36727 2.72256 -1.18142
H 4.87139 2.95546 -2.10403
Sb -2.53970 1.40141 -3.15471
C -4.51295 1.48821 2.40347
H -3.81389 -0.14157 5.91953
H 5.18488 -0.94630 -2.81837
C 4.53330 1.91563 -2.11256
H 1.28294 2.68086 -1.26314
H 5.06337 -1.26371 -4.56314
S -3.84578 3.02470 -2.45134
H -1.98673 2.70657 -0.12253
C -4.43988 2.85308 2.16143
H 2.72705 2.22565 -3.22771
H 2.66123 2.38074 -0.18257
O 2.59004 -1.41678 -3.80116
H 2.67727 3.76600 -1.30300
H 5.01796 1.41488 -2.94316
P 1.68980 -0.31902 -3.12315
H 0.99564 -3.73137 1.30623
O -6.74131 1.18976 3.12814
C 3.02937 1.88548 -2.24289
H -5.91042 -0.10777 4.99142
H 3.52643 -2.00354 -1.21923
C -3.67629 0.64047 1.69467
H -3.59866 -1.93519 4.46081
H 2.05751 -3.32862 0.26081
W -1.16483 -0.52890 -0.61072
H 4.34839 -3.49843 -1.69072
F 0.07842 1.67163 1.28017
C -2.71338 2.36716 0.59740
C 3.66168 -2.34521 -3.34417
O 2.56472 0.47422 -2.07900
F -0.74960 0.03573 2.43888
Se -2.32617 -2.19011 1.09848
Se -1.54624 -3.64950 2.55470
S 0.46067 -1.56852 -1.97512
C -5.56479 0.96490 3.33258
F 1.45375 -1.16743 2.55653
S -0.53936 1.36784 -1.47827
O 1.18619 -3.11138 0.60548
F 2.09191 0.87694 2.26459
H -5.10879 3.53470 2.67287
C -3.79710 -0.01387 4.83954
S -3.11288 -0.70193 -1.71522
H 2.58257 -3.39877 -1.78450
C -3.50929 3.29874 1.24976
H 4.83967 1.44470 -1.17403
O -3.18499 -1.11230 4.19684
H 5.78242 -2.46912 -3.47677
H -3.39647 4.35027 1.01301
H -3.17635 0.84213 4.60201
C 3.50613 -2.83771 -1.91845
Se -1.71465 -3.61819 -1.14511
N -5.15378 0.24995 4.42895
C -0.03175 0.29389 1.30912
H 3.54989 -3.18102 -4.02360
N -2.79669 1.06820 0.80080
Se -1.34724 -5.46923 -0.05663
S 0.79353 0.73338 -4.45477
H -3.74431 -0.42216 1.85446
F 2.13475 -0.49414 0.59190
C 1.43042 -0.14647 1.69413

Cartesian forces, eV/Å:
0.12 0.14 -0.25
0.01 0.15 0.26
-0.05 -0.10 0.01
-0.05 -0.15 0.00
0.10 -0.05 -0.08
0.04 -0.05 0.14
0.09 0.23 0.12
0.04 -0.13 0.12
0.40 0.20 0.08
0.02 -0.03 0.08
-0.01 0.01 -0.04
0.07 0.05 0.01
-0.06 0.05 0.00
-0.12 -0.11 -0.18
-0.07 0.06 -0.11
0.61 -0.49 0.11
0.00 -0.13 0.03
0.09 -0.13 -0.12
0.21 0.03 -0.01
-0.13 -0.29 0.43
0.12 0.05 0.01
-0.07 -0.26 0.20
-0.03 0.02 -0.03
-0.01 0.09 0.11
-0.56 -0.08 0.45
-0.13 -0.25 0.09
-0.01 -0.01 0.12
0.73 0.90 -0.42
-0.07 0.07 -0.06
-0.29 -0.03 -0.29
-0.02 0.72 0.03
-0.45 0.20 0.09
0.47 0.61 0.01
-0.22 0.05 0.27
-0.09 -0.36 -0.09
0.28 0.06 -0.15
-0.53 -0.33 0.61
-0.19 -0.20 0.29
-0.09 0.38 -0.31
-0.26 0.16 0.08
0.05 0.16 -0.47
0.00 -0.27 0.02
0.02 -0.03 -0.01
-0.06 -0.15 -0.14
-0.02 -0.30 0.13
-0.01 0.00 -0.05
0.09 0.09 -0.11
0.00 0.05 -0.08
0.01 0.48 -0.02
-0.06 0.05 -0.02
-0.02 -0.11 0.03
0.12 0.09 -0.06
-0.10 0.00 -0.06
-0.48 -0.73 0.02
0.03 0.03 -0.27
0.05 -0.19 0.20
-0.18 -0.11 -0.18
0.63 -0.51 -0.26
0.14 0.33 -0.03
-0.12 0.18 -0.29
-0.05 -0.01 0.09
-0.13 0.22 0.40
0.19 -0.30 -0.42

***

(4)
DFT (ωB97M-V with the def2-TZVPD basis set) results for C5H7NO as an isolated structure.

## Properties
Spin multiplicity: 1
HOMO energy (eV): -8.62
Gap between HOMO and LUMO (eV): 9.40
Net charge: 0
LUMO level (eV): 0.774
Energy relative to the best compared isomer or geometry (same formula, charge and spin) (eV): 2.939
Calculated total energy (Ha): -324.61647

Atoms and positions in Å:
C -0.69076 1.47542 -0.07743
H -0.96259 -2.18435 2.14527
N 0.51375 1.57451 0.35572
H 1.56432 -1.59968 -0.23906
H -1.57840 1.85760 0.42565
C 0.93734 0.53554 -0.62671
C -0.45401 0.68783 -1.33483
H -0.41300 -0.19584 1.65799
H -0.46602 1.36245 -2.19699
C 0.95426 -0.77419 0.12028
C 0.06748 -0.99589 1.09824
H -1.01080 -0.22602 -1.56229
H 1.84140 0.73884 -1.21433
O -0.30297 -2.25623 1.44850

Cartesian forces, eV/Å:
0.07 0.34 0.14
0.15 -0.18 0.05
-0.44 0.10 -0.10
-0.32 0.03 -0.20
0.04 0.26 -0.22
0.27 -0.11 0.05
-0.06 0.02 -0.08
-0.06 -0.20 -0.32
0.15 -0.16 -0.01
-0.14 -0.15 0.13
0.35 0.08 -0.35
0.06 0.20 0.16
-0.16 -0.02 0.27
0.11 -0.22 0.47

***

(5)
DFT (ωB97M-V with the def2-TZVPD basis set) results for one molecule with the formula CH2F3NOS.

## Properties
Spin multiplicity: 1
HOMO energy (eV): -11.41
Gap between HOMO and LUMO (eV): 11.93
Net charge: 0
LUMO level (eV): 0.517
Energy relative to the best compared isomer or geometry (same formula, charge and spin) (eV): 2.468
Calculated total energy (Ha): -866.99320

Atoms and positions in Å:
C -0.32965 -0.77974 -0.79516
H -1.37880 -0.92793 -0.87965
F -0.82603 1.76752 -0.38594
S 0.34813 0.60992 0.20621
H 0.32503 0.75762 2.50241
N -0.13912 0.32565 1.57677
F 0.37957 -0.81480 -1.85697
O 1.63781 0.98097 -0.30712
F -0.01693 -1.91921 -0.06054

Cartesian forces, eV/Å:
0.55 -1.90 2.91
-1.08 1.18 -0.60
1.98 -1.45 0.27
-1.95 1.72 -0.14
-1.28 -1.18 -3.20
1.84 1.10 2.82
0.70 0.12 -2.50
-1.09 -0.02 0.53
0.32 0.45 -0.10

***

(6)
DFT (ωB97M-V with the def2-TZVPD basis set) results for one molecule with the formula C3HCl2N.

## Properties
Spin multiplicity: 1
HOMO energy (eV): -10.15
Gap between HOMO and LUMO (eV): 9.72
Net charge: 0
LUMO level (eV): -0.427
Energy relative to the best compared isomer or geometry (same formula, charge and spin) (eV): 0.181
Calculated total energy (Ha): -1090.01523

Atoms and positions in Å:
N 0.30387 2.55653 0.00747
C -0.58505 -0.90587 0.05204
Cl 2.08809 -0.70455 -0.01002
C 0.44273 -0.03466 0.01316
H -0.47402 -1.98069 -0.03558
C 0.42638 1.39024 -0.01361
Cl -2.20199 -0.32101 -0.01346

Cartesian forces, eV/Å:
0.49 -2.77 -0.13
0.22 1.37 -0.62
-0.71 0.26 0.01
0.78 -1.48 0.07
0.16 0.22 0.27
-1.11 2.58 0.25
0.17 -0.18 0.15

***

(7)
DFT (ωB97M-V with the def2-TZVPD basis set) results for C18H46BF4NO12P2Si2 as an isolated structure.

## Properties
Spin multiplicity: 1
HOMO energy (eV): -9.51
Gap between HOMO and LUMO (eV): 8.34
Net charge: 0
LUMO level (eV): -1.170
Calculated total energy (Ha): -3357.16706

Atoms and positions in Å:
H -3.12347 -0.73704 1.17582
H -0.59689 3.72863 -0.59307
H 3.73808 -0.62977 1.02648
H 1.47546 4.01032 0.87429
C -4.81449 -0.48656 -1.79755
H -5.23411 -6.80223 -0.45873
H 9.25198 1.24050 -0.95553
H -2.38416 -1.68059 -2.59751
H 5.37850 -0.26169 0.45941
H 7.94079 1.22952 -2.13655
H -0.75702 -3.09000 -1.24416
H -0.00819 -6.18677 -1.14599
H 4.83544 4.71598 -1.93319
H 4.24533 5.41396 -0.42509
O -1.27729 0.71227 2.66435
C 1.38062 2.63319 3.87303
C 5.02485 5.49613 -1.18563
H 4.93596 6.46421 -1.68223
H 3.53100 1.60329 0.06964
P 6.02048 2.67515 -0.58035
H 6.57249 6.15892 0.13873
Si -3.01416 -4.08640 -2.54868
H 0.52535 -4.87782 -0.02044
H -3.00061 0.79840 3.82434
H 9.26887 3.79150 -1.08640
O -1.33205 -4.37706 -2.90595
H -5.45684 0.19846 -2.42054
C 4.59041 0.04217 1.15180
C -0.34471 -5.19485 -0.69393
F -6.05253 -4.88503 1.36595
O -3.43918 -5.20729 -1.31843
B -6.13526 -5.68195 -2.79748
F -4.96127 -3.14714 0.43666
H 1.64151 3.62694 3.49921
O 6.55844 4.12505 0.16201
H -1.23499 -5.31335 -0.01278
H 9.75318 2.97674 -2.58849
H 3.56976 1.80669 1.80859
H 0.36401 1.75178 5.56221
N -5.52302 -6.57516 -3.84045
C -5.83478 -4.21157 0.12380
H 0.55621 -3.88413 -2.21028
O -7.40380 -5.10613 -3.12690
C 0.63953 2.74095 5.19057
H 1.25835 3.24139 5.93769
F -8.28967 -4.47183 -0.31940
Si -5.13018 -5.48568 -1.13796
H 2.31840 2.09365 4.02991
C 0.56721 4.60769 0.97653
O -2.45350 2.79829 2.66048
H -3.04129 -2.05392 -0.94372
C -2.55062 0.19259 3.03523
H 0.68992 5.53569 0.41291
C -3.46649 0.06962 1.82978
C -3.22637 -2.24135 -2.05749
O -0.69574 2.52891 1.03754
P -0.99445 2.34397 2.65834
H -7.49864 -2.86375 0.63314
C -0.64765 3.83824 0.49286
H -6.25873 -6.76276 -4.54199
H -4.48892 -0.15296 2.14462
C -7.22712 -3.54906 -0.23688
H 7.17445 5.41071 -1.33388
H -3.70477 -4.25849 -3.82480
H -8.15448 -5.60328 -2.76064
H 0.45728 4.87354 2.03287
H -1.57029 4.37961 0.72727
C 8.41298 1.82154 -1.34553
H 8.13455 3.66469 -2.43575
C -0.49143 -4.04888 -1.78414
H -2.38428 -0.80009 3.46112
C 6.39945 5.34128 -0.56591
O 0.65450 1.92532 2.86986
F -7.16648 -2.69216 -1.35248
H -3.47978 0.97598 1.22000
O 5.42394 1.50630 -1.36307
H -3.90843 0.09024 -1.43709
O -4.46915 -1.68954 -2.53233
O 7.50775 2.01192 -0.26921
H -5.35694 -0.85182 -0.85970
H -0.28696 3.31804 5.07970
H 4.99385 -0.09614 2.15868
C 8.92708 3.13975 -1.89246
H -5.30950 -7.44349 -3.32821
O 5.29658 2.35117 0.87353
C 4.16610 1.48681 0.95008

Cartesian forces, eV/Å:
-0.04 -0.02 0.09
-0.05 -0.16 0.09
0.03 0.05 0.03
-0.06 -0.01 -0.06
-0.19 -0.34 0.97
-0.04 0.16 0.11
-0.16 0.00 0.12
-0.78 -0.72 0.68
-0.19 0.15 -0.12
-0.01 0.02 0.04
-0.07 -0.86 -0.72
-0.78 1.30 0.45
0.04 0.02 -0.07
0.05 0.06 -0.01
0.54 0.67 1.00
0.61 0.09 0.32
-0.09 -0.10 0.12
-0.01 -0.07 0.00
0.14 -0.10 0.00
1.84 -5.50 6.69
0.05 -0.18 0.07
2.37 -0.29 0.21
-1.12 -0.32 -0.83
0.00 0.06 -0.17
0.02 -0.09 0.00
-2.17 0.79 1.63
0.60 -1.00 0.58
0.14 -0.15 0.15
0.94 0.27 0.25
0.08 0.97 -1.62
-1.98 1.20 -1.34
-1.29 -0.43 -3.34
-1.22 -1.28 -0.60
0.06 0.03 0.02
-1.50 0.21 -3.23
0.81 0.00 -1.02
-0.08 0.00 0.01
0.15 0.16 0.00
0.08 0.03 0.00
-1.95 0.48 2.07
-0.61 0.49 1.09
-1.39 -0.13 0.48
1.12 -0.79 0.66
-0.11 -0.17 -0.02
-0.07 -0.01 -0.03
1.95 1.01 -0.57
2.43 -0.36 1.12
-0.10 -0.06 -0.16
0.04 0.09 0.10
2.42 2.14 2.73
-0.48 -0.28 -1.31
-0.42 -0.05 -0.15
-0.04 -0.03 0.06
-0.01 -0.09 -0.25
1.07 0.71 0.23
0.19 0.56 0.62
-1.90 -6.00 -6.29
0.35 -0.92 -1.02
0.01 0.15 -0.25
0.71 -0.01 0.32
0.05 -0.03 -0.02
-0.82 1.92 1.47
0.02 0.05 -0.02
-0.23 -0.29 0.03
0.32 0.44 -0.11
0.02 0.06 0.01
0.02 -0.04 0.01
0.26 -0.13 -0.10
0.02 0.03 -0.06
1.78 -0.58 0.56
0.21 0.06 -0.06
0.08 0.61 0.00
-1.44 2.53 2.12
-0.02 -2.12 1.40
0.00 0.07 0.27
-0.15 3.68 -2.10
-0.79 -0.66 -0.65
0.44 0.55 0.77
-0.23 0.57 -0.62
0.47 0.86 -1.16
0.02 0.09 0.00
-0.08 0.03 -0.03
-0.03 0.09 -0.10
0.52 0.28 -0.78
-0.25 1.07 -0.73
-0.12 -0.46 -0.04

***

(8)
DFT (ωB97M-V with the def2-TZVPD basis set) results for a 2-piece molecular cluster, CH3BrP2 overall.

## Properties
Spin multiplicity: 3
HOMO energy (spin up / spin down) (eV): -7.84 / -9.49
Gap between HOMO and LUMO (spin up / spin down) (eV): 7.31 / 6.99
Net charge: 0
LUMO level (spin up / spin down) (eV): -0.530 / -2.500
Energy relative to the best compared isomer or geometry (same formula, charge and spin) (eV): 2.032
Calculated total energy (Ha): -3296.41047

Atoms and positions in Å:
P 0.90691 0.15169 0.34925
H 1.42150 2.67429 0.30990
H -0.36120 -1.85148 0.90411
C -0.51271 -0.92147 0.29391
P 0.18946 1.97490 -0.27268
H 0.58792 -1.64404 -1.37313
Br -2.23188 -0.38388 -0.21136

Cartesian forces, eV/Å:
-0.83 -1.65 0.42
-1.30 -0.90 -0.83
-0.65 0.72 -1.04
1.10 1.23 1.84
0.93 1.37 0.41
0.53 -0.29 -0.87
0.21 -0.48 0.07